81
Properties=species:S:1:pos:R:3:forces:R:3 method="wB97M-V/def2-TZVPD" charge=+1 s_squared=0.76 multiplicity=2 largest_force_ev_per_a=0.19 gap_ev="8.730 / 6.690"
Zn -0.121116 -0.085872 -0.771136 -0.186 0.036 0.000
C -3.553993 -0.461569 -2.387310 -0.061 -0.037 -0.004
P -1.754842 -0.340142 -2.593154 -0.002 0.007 -0.031
C -1.560788 0.966722 -3.855354 -0.005 0.003 -0.021
C -1.231801 -1.833721 -3.487765 0.097 0.000 0.013
C -2.133325 -2.550712 -4.267879 0.004 -0.002 -0.014
C -1.718731 -3.655419 -4.994913 0.025 -0.001 0.007
C -0.389668 -4.048500 -4.962216 -0.027 0.017 0.011
C 0.515240 -3.349911 -4.180002 0.004 0.005 -0.013
C 0.107471 -2.250897 -3.429228 -0.049 0.065 -0.015
P 1.290130 -1.431812 -2.314243 -0.014 -0.016 -0.002
C 2.232505 -2.775515 -1.543813 -0.005 -0.017 0.011
C 2.488460 -0.575485 -3.378071 0.021 -0.021 -0.029
H -4.058728 -0.487857 -3.352926 0.012 0.012 -0.013
H -3.912990 0.413290 -1.843762 0.008 -0.026 -0.007
H -3.795071 -1.352722 -1.810543 -0.004 0.057 -0.057
H -2.082321 0.692490 -4.772801 -0.006 -0.007 0.005
H -0.504954 1.112252 -4.086818 -0.003 -0.009 0.001
H -1.966136 1.908303 -3.484355 -0.002 0.002 0.004
H -3.174072 -2.260201 -4.309357 -0.009 0.013 0.004
H -2.435364 -4.208482 -5.586793 0.000 0.001 -0.002
H -0.059746 -4.905426 -5.533548 0.001 -0.001 0.000
H 1.545863 -3.679868 -4.152079 0.003 -0.004 0.009
H 2.685315 -3.412390 -2.303273 -0.010 -0.007 -0.004
H 1.560726 -3.366405 -0.922885 0.020 0.001 0.000
H 3.033142 -2.365523 -0.929345 -0.012 0.025 0.001
H 2.931774 -1.272880 -4.090076 -0.004 0.001 0.000
H 3.279922 -0.153707 -2.757959 0.002 0.005 -0.006
H 2.006617 0.230444 -3.930735 -0.013 -0.005 0.007
C 1.979209 0.393656 0.049291 0.073 0.109 0.040
Si 1.458578 1.141848 1.691446 -0.059 -0.021 0.002
C -0.021284 2.205680 1.197740 -0.118 -0.061 -0.097
N -1.039722 1.454439 0.399394 0.110 -0.038 -0.072
C -2.043088 0.737935 1.280536 0.073 -0.023 -0.098
C -3.365628 1.488748 1.431674 -0.023 0.020 -0.025
C -3.165982 2.996133 1.527957 -0.003 -0.005 -0.001
C -2.464675 3.522985 0.261693 -0.003 0.008 0.007
C -1.762808 2.396557 -0.495749 0.023 -0.028 0.033
C 2.852727 2.249928 2.237245 -0.014 0.000 0.031
C 3.542827 1.984336 3.422262 0.007 0.006 0.003
C 4.591950 2.797032 3.828907 -0.002 -0.001 -0.002
C 4.968087 3.883963 3.054052 -0.004 0.002 -0.001
C 4.296967 4.160354 1.869579 0.005 0.000 0.000
C 3.250853 3.347013 1.465964 -0.013 0.009 -0.005
C 1.043917 -0.134584 2.967730 0.038 -0.016 0.003
C 0.400939 0.268439 4.143853 -0.010 0.023 0.007
C 0.104452 -0.643346 5.143836 -0.005 0.002 -0.009
C 0.450650 -1.978912 4.983348 0.004 0.001 -0.001
C 1.095093 -2.395558 3.829236 -0.007 -0.010 0.008
C 1.392503 -1.478055 2.832491 -0.019 -0.002 -0.004
H 2.563282 -0.520429 0.064737 -0.004 -0.012 0.000
H 2.359870 1.091678 -0.697735 -0.024 -0.021 -0.014
H 0.383070 2.996448 0.556685 -0.002 0.001 -0.004
H -0.497733 2.711661 2.038916 0.036 0.008 0.064
H -1.565044 0.579232 2.244476 0.023 0.013 0.048
H -2.238436 -0.251000 0.867871 0.024 0.069 0.004
H -3.873951 1.098571 2.313531 0.010 0.007 0.012
H -4.022825 1.262434 0.584902 0.028 0.008 0.033
H -2.575305 3.230071 2.416405 0.011 -0.011 0.000
H -4.124564 3.494962 1.664701 0.002 0.007 -0.001
H -1.754648 4.310767 0.513523 0.012 0.002 0.007
H -3.188289 3.974329 -0.419789 -0.007 -0.007 -0.002
H -1.051394 2.794497 -1.223625 -0.001 0.015 0.015
H -2.499805 1.812739 -1.047465 0.020 0.005 0.002
H 3.254991 1.138275 4.035497 0.004 0.001 -0.001
H 5.114722 2.581851 4.751450 0.002 -0.001 0.001
H 5.785611 4.517778 3.371413 0.001 0.001 0.001
H 4.590775 5.008239 1.264833 0.000 0.000 -0.002
H 2.740321 3.577405 0.535594 0.001 0.000 -0.002
H 0.129232 1.310514 4.288369 0.004 0.002 -0.005
H -0.396081 -0.315684 6.045490 0.000 0.000 0.002
H 0.213396 -2.695552 5.758440 -0.003 -0.001 0.001
H 1.350736 -3.437917 3.695591 0.002 0.001 -0.001
H 1.877173 -1.831149 1.929956 0.006 0.002 0.011
F -0.304950 -1.730141 0.381425 -0.079 -0.088 0.109
P -1.383696 -3.123520 0.504310 0.091 0.056 0.030
F -0.786418 -3.564576 -0.928229 -0.026 -0.025 -0.006
F -2.468616 -2.201567 -0.291152 0.042 -0.077 0.068
F -2.356438 -4.353024 0.577253 -0.018 0.018 -0.025
F -1.882953 -2.497887 1.879503 0.004 -0.021 -0.023
F -0.181115 -3.866080 1.232977 0.004 -0.022 0.000

***

10
Properties=species:S:1:pos:R:3:forces:R:3 method="wB97M-V/def2-TZVPD" e_above_lowest_ev=2.931 smiles="CC1C(Cl)=C1Cl" largest_force_ev_per_a=8.99 gap_ev=8.993
C -1.371451 -0.419825 0.121653 2.641 8.145 -2.748
C -1.008650 0.947536 -0.280621 -3.391 -6.413 2.870
C 0.005841 -0.100971 -0.474384 0.118 -1.750 1.100
C 1.282738 -0.188328 0.308791 0.428 -1.550 2.039
Cl -2.543892 -1.479457 0.536905 -0.571 -0.804 0.409
Cl -1.584167 2.524344 -0.153902 0.427 0.057 -0.352
H 0.196348 -0.525809 -1.437218 0.074 0.144 -1.160
H 1.264393 -0.040108 1.462957 -0.159 0.436 -2.189
H 1.907137 0.420232 -0.273150 1.387 1.743 0.068
H 1.851706 -1.137617 0.188972 -0.954 -0.008 -0.038

***

85
Properties=species:S:1:pos:R:3:forces:R:3 method="wB97M-V/def2-TZVPD" charge=+1 s_squared=6.00 multiplicity=5 largest_force_ev_per_a=3.02 gap_ev="8.367 / 8.376"
Pm -0.204066 -0.075094 0.077295 0.963 0.135 0.867
C 2.932513 -3.971938 -2.825088 1.212 0.212 -0.340
C 2.534803 -2.607979 -2.415519 -2.205 0.412 0.093
C 3.175583 -1.400522 -2.546460 2.182 0.168 -0.341
C 2.293615 -0.413649 -2.169560 0.297 0.510 1.634
N 1.141390 -0.954799 -1.811709 -0.390 -0.915 0.305
N 1.274448 -2.305159 -1.975298 -0.173 -0.428 -0.270
B 0.017152 -3.209751 -1.722232 -0.769 0.588 0.652
N -1.224290 -2.337995 -2.168662 1.330 -0.748 -0.881
N -1.573044 -1.200228 -1.603826 -0.225 0.821 2.236
C -2.635153 -0.691215 -2.237079 1.419 0.445 1.354
C -2.850045 -1.477584 -3.319246 -1.444 -0.327 -1.516
C -1.942409 -2.501295 -3.272389 -0.427 -0.607 0.087
C -1.788814 -3.648857 -4.163937 -0.894 -1.157 -0.624
C -3.230802 0.529757 -1.674839 -0.567 -0.714 -0.404
C -3.527122 0.642761 -0.306181 0.829 -1.866 -0.010
C -4.070331 1.787803 0.218964 -0.143 -1.258 2.743
C -4.432087 2.802693 -0.597449 -1.098 1.975 0.775
C -4.226360 2.643966 -1.934226 -0.454 0.517 -1.960
C -3.651890 1.532897 -2.527510 0.823 0.664 0.891
N -0.214051 -3.415138 -0.182575 -0.174 0.574 -1.688
N -0.470844 -2.400165 0.655105 0.909 1.289 -1.567
C -0.334316 -2.850085 1.875227 -1.610 0.365 1.348
C -0.149386 -4.210400 1.846951 0.443 -0.307 -0.203
C -0.085127 -4.525873 0.501919 0.077 -1.972 -0.132
C -0.082466 -5.925731 -0.121708 -0.146 2.503 -0.504
C -0.694343 -1.867351 2.920527 0.125 -0.365 -1.030
C 0.080048 -1.714501 4.056024 0.560 0.617 0.538
C -0.175444 -0.588295 4.848396 -0.058 1.347 0.028
C -1.102390 0.467613 4.467304 1.178 -2.557 0.399
C -1.886864 0.222132 3.358609 0.664 -0.006 0.482
C -1.695615 -0.934359 2.604067 -0.568 0.953 0.088
C 2.533820 0.961978 -1.662703 -0.015 -0.018 -0.520
C 3.693769 1.246616 -0.920517 -1.395 1.909 -0.708
C 3.885069 2.574573 -0.488868 -0.698 -0.244 -0.799
C 2.904926 3.550235 -0.718942 -0.512 -1.316 -0.749
C 1.783085 3.242163 -1.519028 0.317 0.720 1.648
C 1.567455 1.961417 -1.946441 0.689 -0.990 -0.790
H 2.157604 -4.625441 -3.171820 -0.764 0.009 -0.050
H 3.603435 -3.806380 -3.675512 0.122 -0.415 0.217
H 3.466669 -4.509438 -2.044463 0.160 0.085 0.084
H 4.231908 -1.232350 -2.773191 -0.537 -0.205 -0.168
H 0.009747 -4.308173 -2.250688 0.262 0.799 0.087
H -3.668157 -1.441645 -3.985971 -0.553 0.223 -0.701
H -2.545060 -3.663439 -4.950707 -0.189 0.176 0.231
H -0.875659 -3.618588 -4.700052 1.192 0.060 -0.385
H -1.838613 -4.628674 -3.669586 0.000 0.387 0.090
H -3.439393 -0.275316 0.329281 0.071 0.970 -0.653
H -4.287837 1.752349 1.319545 0.136 0.445 -1.183
H -4.947457 3.704139 -0.171364 0.631 -0.930 -0.657
H -4.588911 3.376244 -2.626317 -0.059 0.656 -0.088
H -3.362211 1.555853 -3.570290 -0.391 -0.252 -0.060
H -0.078974 -4.881027 2.651194 -0.003 -0.655 0.854
H 0.892068 -6.167377 -0.486857 0.657 -0.411 -0.137
H -0.350240 -6.477329 0.724399 -0.424 -1.723 0.736
H -0.794271 -5.992852 -0.966103 0.228 -0.076 0.710
H 1.004126 -2.348930 4.232454 -1.528 0.717 -0.095
H 0.461257 -0.475018 5.734206 -0.376 0.226 -0.318
H -1.237769 1.368513 5.032701 0.176 0.136 0.377
H -2.641907 0.937798 3.081432 -0.215 0.115 -0.170
H -2.445225 -0.946471 1.805574 0.641 -1.168 -0.043
H 4.447071 0.524777 -0.761430 0.567 -0.796 0.163
H 4.850106 2.857083 -0.119861 0.187 0.076 0.700
H 2.950806 4.526071 -0.300791 0.457 0.706 0.123
H 1.033365 4.003482 -1.684730 0.071 0.123 -0.199
H 0.798762 1.765530 -2.705524 0.099 -0.136 0.498
O 3.174166 -0.422514 2.904866 -0.261 0.837 0.134
C 2.240943 0.051828 2.281521 0.641 0.006 0.176
O 1.498239 -0.621771 1.491191 -1.057 -0.118 -1.226
C 1.892428 1.558343 2.333334 -0.308 -1.911 -0.858
C 2.765821 2.409477 2.916677 0.264 2.726 1.027
C 2.429138 3.759174 2.993939 1.385 -0.302 0.052
C 1.283455 4.203206 2.346164 -1.279 0.209 -0.491
C 0.846514 5.554205 2.343453 0.326 0.813 0.159
C -0.294882 5.926139 1.658610 1.365 -1.447 0.353
C -1.084983 4.958068 1.010946 0.132 -0.366 -0.040
C -0.682656 3.642299 1.001984 -1.558 -0.143 -0.040
C 0.487316 3.245521 1.647811 0.881 0.451 1.033
N 0.819049 1.943477 1.698230 -1.147 -0.917 -1.080
H 3.654113 1.986322 3.289043 0.970 -0.229 0.665
H 3.073941 4.540504 3.444109 -0.303 -0.836 -0.106
H 1.470665 6.294084 2.908208 -0.738 -0.628 -0.686
H -0.571916 6.926987 1.566006 -0.414 1.501 0.190
H -2.015525 5.311682 0.574552 0.094 -0.404 -0.105
H -1.361482 2.820935 0.695433 0.337 0.689 -0.261

***

Number 1: molar mass 703.03 g mol⁻¹. Number 2: molar mass 122.98 g mol⁻¹. Number 3: molar mass 800.57 g mol⁻¹.